(A)
Density functional theory data (ωB97M-V/def2-TZVPD) for a cluster of 21 separate species, H42O21 in total.

The frontier orbital gap comes out at 10.36 eV. Its molar mass is 378.3 g mol⁻¹. The LUMO energy comes out at -0.11 eV.

Geometry as ORCA input:
```
! RIJCOSX wB97M-V def2-TZVPD def2/J DEFGRID3
* xyz 0 1
O 1.988 0.366 -0.795
H 1.847 -0.344 -0.147
H 2.944 0.407 -0.768
O 1.012 -3.467 -2.185
H 0.987 -2.909 -2.938
H 1.976 -3.705 -2.216
O -1.634 0.176 -0.946
H -2.128 0.993 -0.854
H -2.381 -0.450 -0.763
O -2.092 -1.494 1.808
H -1.585 -0.659 1.678
H -2.953 -1.296 1.538
O -3.016 2.003 2.529
H -3.123 2.791 3.181
H -2.569 2.536 1.755
O -2.847 2.567 -0.890
H -2.393 2.441 -0.154
H -2.050 2.914 -1.513
O 3.595 2.312 -1.864
H 4.551 2.342 -1.572
H 3.321 1.527 -1.406
O -1.561 -3.868 3.063
H -1.421 -2.910 3.298
H -2.497 -3.797 2.990
O -2.459 -0.173 -4.233
H -2.427 -1.039 -4.244
H -2.245 0.199 -5.110
O -1.221 3.548 -3.241
H -1.055 2.681 -3.520
H -0.559 4.127 -3.520
O 4.046 0.829 1.100
H 4.518 0.155 0.817
H 3.390 0.677 1.838
O 0.072 -2.732 1.235
H -0.583 -2.203 0.902
H -0.367 -3.149 2.061
O -4.172 0.036 -0.142
H -3.932 0.570 0.698
H -4.120 0.780 -0.808
O -0.523 2.639 0.771
H -0.457 3.656 0.715
H 0.316 2.306 0.788
O 4.100 -1.819 -0.207
H 3.158 -2.166 -0.034
H 4.652 -2.563 -0.368
O -0.942 -2.726 -4.564
H -0.047 -2.364 -4.557
H -1.355 -2.885 -3.776
O 2.050 3.084 1.005
H 2.412 3.898 1.341
H 2.328 3.057 0.137
O 0.491 -0.564 -2.929
H 0.769 -0.503 -3.805
H -0.174 0.029 -2.857
O -1.477 0.174 3.857
H -0.718 0.163 4.498
H -1.681 1.117 3.819
O 2.409 -2.880 2.941
H 2.704 -3.147 2.062
H 1.549 -3.038 2.754
O 0.994 0.802 4.138
H 1.012 -0.147 4.097
H 1.571 1.094 3.513
*
```



(B)
Density functional theory data (ωB97M-V/def2-TZVPD) for a cluster of 21 separate species, H42O21 in total.

The frontier orbital gap comes out at 9.75 eV. Its molar mass is 378.3 g mol⁻¹. The LUMO energy comes out at -0.55 eV.

Geometry as ORCA input:
```
! RIJCOSX wB97M-V def2-TZVPD def2/J DEFGRID3
* xyz 0 1
O -0.499 -3.294 -2.408
H -0.311 -2.441 -2.912
H 0.291 -3.796 -2.715
O 0.449 -2.111 0.034
H -0.172 -1.320 0.051
H -0.053 -2.754 -0.509
O -4.024 1.659 -1.047
H -3.205 1.165 -0.936
H -4.039 1.911 -1.920
O 0.579 1.979 -0.592
H 1.485 1.936 -0.353
H -0.075 2.205 0.134
O -0.882 2.870 -2.797
H -0.450 2.203 -3.300
H -0.214 3.334 -2.212
O -0.227 -0.003 3.141
H 0.238 -0.051 3.906
H -0.923 -0.683 3.071
O 0.467 5.060 -0.923
H -0.441 5.396 -0.630
H 0.840 4.609 -0.117
O -4.706 0.112 1.490
H -4.930 1.114 1.656
H -4.834 0.083 0.495
O -1.787 0.892 -3.993
H -1.141 1.134 -4.692
H -2.444 1.585 -4.162
O 1.303 -2.494 2.337
H 1.634 -3.253 1.862
H 0.802 -1.894 1.737
O -1.208 -3.259 2.598
H -0.193 -2.947 2.775
H -1.304 -3.390 1.689
O 1.821 -1.938 -3.733
H 2.014 -2.110 -2.665
H 1.755 -0.968 -3.827
O 3.364 1.929 3.970
H 2.967 1.067 4.118
H 4.001 1.854 3.315
O -0.728 1.990 1.669
H -1.539 1.491 1.940
H -0.071 2.025 2.369
O 2.836 0.008 1.523
H 2.506 0.523 0.762
H 2.017 -0.436 1.755
O -1.079 -5.202 -0.015
H -1.849 -4.565 -0.090
H -0.626 -5.096 -0.817
O 1.809 1.735 -3.492
H 0.897 1.863 -3.144
H 2.184 2.299 -2.837
O 2.018 2.789 1.647
H 1.918 2.611 2.594
H 2.624 3.453 1.361
O -1.559 0.361 -0.934
H -0.717 0.613 -1.437
H -1.475 0.627 0.024
O 4.621 -1.817 1.554
H 5.084 -1.555 0.813
H 3.912 -1.052 1.820
O -2.478 -2.852 0.332
H -3.064 -2.421 1.058
H -3.191 -2.784 -0.388
*
```



Short version: (B) is the most stable of them.